<a>
C24H21MoN5O7 | wB97M-V/def2-TZVPD

As for the LUMO energy (alpha / beta): -0.930 / -0.933 eV.

Last column: natural (NBO) charge in e.
CARTESIAN COORDINATES (ANGSTROEM)
Mo 0.07 0.28 -0.12  1.5362
O 2.42 1.38 -3.47  -0.6139
C 1.67 1.29 -2.51  0.6334
N 1.55 0.28 -1.63  -0.5996
C 2.08 -1.00 -1.92  0.1112
C 2.77 -1.40 -3.06  -0.2203
C 3.17 -2.73 -3.17  -0.2049
C 2.89 -3.65 -2.17  -0.2195
C 2.22 -3.26 -1.03  -0.2237
C 1.81 -1.94 -0.92  0.1778
N 1.17 -1.34 0.20  -0.6333
C 1.81 -1.49 1.43  0.6709
O 2.32 -2.50 1.84  -0.5534
C 1.88 -0.21 2.20  0.1270
C 2.46 -0.13 3.45  -0.1942
C 2.53 1.12 4.05  -0.1407
C 2.02 2.22 3.39  -0.2344
C 1.45 2.05 2.14  0.0847
N 1.38 0.86 1.56  -0.4201
C 0.72 2.40 -2.21  0.1341
C 0.67 3.53 -3.02  -0.1970
C -0.26 4.51 -2.73  -0.1487
C -1.09 4.33 -1.63  -0.2416
C -0.97 3.19 -0.86  0.0537
N -0.08 2.23 -1.15  -0.4271
H 3.00 -0.70 -3.84  0.2530
H 3.70 -3.04 -4.06  0.2121
H 3.21 -4.69 -2.28  0.2126
H 2.00 -3.96 -0.23  0.2292
H 2.84 -1.03 3.90  0.2527
H 2.97 1.23 5.03  0.2278
H 2.05 3.21 3.83  0.2328
H 1.01 2.88 1.59  0.2164
H 1.36 3.58 -3.85  0.2583
H -0.33 5.39 -3.35  0.2264
H -1.82 5.07 -1.35  0.2317
H -1.58 3.05 0.01  0.2292
O -0.85 -1.87 2.25  -0.7220
C -2.22 -2.15 2.47  -0.0677
C -3.03 -2.16 1.18  -0.2361
N -2.96 -0.90 0.48  -0.4494
C -3.26 -0.99 -0.94  -0.3130
C -2.00 -1.38 -1.71  0.7839
O -1.94 -2.38 -2.38  -0.5930
O -1.04 -0.49 -1.60  -0.7093
C -3.48 0.24 1.18  -0.3332
C -2.42 1.26 1.60  0.8133
O -2.68 2.18 2.34  -0.5940
O -1.24 1.09 1.04  -0.7100
H -0.46 -2.60 1.76  0.4798
H -2.58 -1.38 3.15  0.1789
H -2.36 -3.11 2.98  0.1769
H -4.07 -2.44 1.42  0.1781
H -2.64 -2.94 0.52  0.2152
H -3.57 -0.01 -1.30  0.2112
H -4.06 -1.71 -1.16  0.2020
H -4.03 -0.04 2.08  0.2226
H -4.19 0.80 0.56  0.2268


<b>
C24H21MoN5O7 | wB97M-V/def2-TZVPD

As for the LUMO energy (alpha / beta): -1.152 / -1.156 eV.

Last column: natural (NBO) charge in e.
CARTESIAN COORDINATES (ANGSTROEM)
Mo 0.18 -0.10 -0.42  1.6163
O -1.00 0.77 -4.38  -0.6159
C -0.73 0.26 -3.30  0.6257
N -0.47 0.86 -2.13  -0.6108
C -0.57 2.26 -2.01  0.1671
C -0.23 3.18 -2.99  -0.2083
C -0.36 4.53 -2.72  -0.2300
C -0.82 4.94 -1.48  -0.2080
C -1.15 4.02 -0.49  -0.2258
C -1.02 2.66 -0.75  0.1254
N -1.15 1.59 0.19  -0.6341
C -1.87 1.93 1.28  0.6410
O -2.81 2.70 1.32  -0.5963
C -1.42 1.51 2.68  0.2300
C -1.40 2.49 3.66  -0.2001
C -0.97 2.16 4.93  -0.1130
C -0.60 0.85 5.23  -0.2357
C -0.66 -0.08 4.23  0.0910
N -1.07 0.27 3.00  -0.4446
C -0.70 -1.22 -3.16  0.1530
C -0.96 -2.03 -4.26  -0.1915
C -0.97 -3.40 -4.08  -0.1461
C -0.72 -3.90 -2.82  -0.2369
C -0.45 -3.03 -1.79  0.0446
N -0.44 -1.70 -1.94  -0.4351
H 0.12 2.83 -3.95  0.2410
H -0.10 5.26 -3.47  0.2116
H -0.93 6.00 -1.26  0.2086
H -1.53 4.37 0.46  0.2231
H -1.72 3.49 3.40  0.2572
H -0.93 2.92 5.70  0.2314
H -0.26 0.57 6.21  0.2380
H -0.38 -1.11 4.36  0.2174
H -1.15 -1.54 -5.20  0.2624
H -1.17 -4.06 -4.92  0.2270
H -0.71 -4.97 -2.62  0.2268
H -0.24 -3.41 -0.81  0.1915
O -0.88 -1.20 0.92  -0.7608
C -0.47 -2.46 1.40  -0.0622
C 1.06 -2.62 1.35  -0.2642
N 1.71 -1.65 0.42  -0.4022
C 2.70 -0.83 1.18  -0.3397
C 1.95 0.23 1.95  0.7831
O 2.16 0.45 3.13  -0.6307
O 1.08 0.86 1.22  -0.7061
C 2.43 -2.24 -0.72  -0.3493
C 2.53 -1.19 -1.83  0.7764
O 3.15 -1.44 -2.84  -0.5974
O 1.93 -0.07 -1.54  -0.6994
H -1.03 -0.41 2.18  0.4674
H -0.98 -3.25 0.86  0.1724
H -0.80 -2.58 2.44  0.1710
H 1.35 -3.64 1.08  0.2141
H 1.47 -2.44 2.35  0.2168
H 3.33 -0.31 0.45  0.2510
H 3.31 -1.46 1.82  0.2105
H 1.92 -3.13 -1.09  0.2278
H 3.44 -2.55 -0.43  0.2238


Going by the energies, <a> is most stable and the next is 1.544 eV up.


<a>
H2NO4S2 | wB97M-V/def2-TZVPD

As for the charge: -1. As for the LUMO energy: 3.633 eV.

Last column: natural (NBO) charge in e.
CARTESIAN COORDINATES (ANGSTROEM)
N -3.56 1.05 -0.03  -0.1704
O 0.65 -2.24 3.16  -0.9492
O -0.65 -1.68 0.53  -0.9549
O -2.26 -2.08 2.19  -0.9371
O -2.75 0.28 0.56  -0.5372
S -4.60 0.54 -1.09  -0.0883
S -2.09 -1.79 0.79  1.6935
H 0.02 -1.94 3.88  0.4623
H 0.37 -1.77 2.45  0.4813


<b>
H2NO4S2 | wB97M-V/def2-TZVPD

As for the charge: -1. As for the LUMO energy (alpha / beta): 2.502 / 2.682 eV.

Last column: natural (NBO) charge in e.
CARTESIAN COORDINATES (ANGSTROEM)
N 0.53 0.46 -1.11  -1.1289
O 1.18 -1.16 0.76  -0.9880
O -1.23 -0.68 0.16  -0.9192
O 0.19 -2.02 -1.37  -0.9782
O -1.27 1.88 1.52  -0.8620
S 0.16 2.09 1.03  0.6214
S 0.24 -0.96 -0.35  2.4073
H 1.42 0.26 -1.41  0.3236
H -1.22 0.14 0.78  0.5242


Going by the energies, <a> is most stable and the next is 0.156 eV up.


<a>
C5H11ClN2 | wB97M-V/def2-TZVPD

As for the LUMO energy: 0.895 eV. The SMILES is C[C@@H]1NC[C@@]1(N)CCl.

Last column: natural (NBO) charge in e.
CARTESIAN COORDINATES (ANGSTROEM)
C -1.77 1.92 1.01  -0.6180
C -1.43 0.46 0.67  -0.0374
N -1.18 -0.42 1.81  -0.6313
C -0.19 -1.20 1.06  -0.2393
C 0.00 0.07 0.14  0.0902
N 0.98 1.06 0.55  -0.8360
C 0.14 -0.15 -1.35  -0.3802
Cl 1.67 -0.91 -1.86  -0.0613
H -2.70 1.90 1.58  0.2130
H -0.97 2.34 1.65  0.2164
H -1.96 2.53 0.11  0.2167
H -2.14 0.04 -0.05  0.1659
H -1.96 -0.99 2.16  0.3607
H -0.65 -2.02 0.49  0.1729
H 0.71 -1.54 1.62  0.1948
H 0.89 1.24 1.51  0.3633
H 1.94 0.73 0.40  0.3688
H -0.70 -0.70 -1.79  0.2144
H 0.01 0.82 -1.88  0.2266


<b>
C5H11ClN2 | wB97M-V/def2-TZVPD

As for the LUMO energy: 0.589 eV. The SMILES is CC(C)(C)N=C=N.Cl.

Last column: natural (NBO) charge in e.
CARTESIAN COORDINATES (ANGSTROEM)
C 0.49 0.34 -1.12  -0.6149
C 0.43 -0.29 0.38  0.2917
C 1.20 0.56 1.26  -0.6960
C -1.02 -0.78 0.79  -0.6448
N 1.16 -1.81 0.11  -0.5899
C 1.80 -2.84 0.02  0.6414
N 2.34 -3.97 0.06  -0.8186
H 1.50 0.23 -1.49  0.2257
H 0.23 1.45 -0.99  0.2051
H -0.13 -0.11 -1.85  0.2183
H 1.52 1.53 0.88  0.2363
H 1.98 -0.08 1.72  0.2657
H 0.54 0.71 2.16  0.2210
H -1.44 -0.07 1.55  0.2140
H -1.49 -1.06 -0.14  0.2341
H -1.01 -1.73 1.34  0.2397
H 2.92 -4.11 -0.72  0.3704
Cl -5.29 0.11 -0.64  -0.2613
H -4.88 0.19 0.57  0.2620


Going by the energies, <a> is most stable and the next is 1.644 eV up.


<a>
C12H13NO2 | wB97M-V/def2-TZVPD

As for the LUMO energy (alpha / beta): -0.266 / -0.266 eV.

Last column: natural (NBO) charge in e.
CARTESIAN COORDINATES (ANGSTROEM)
C 3.72 0.65 -0.10  -0.2255
C 3.30 -0.67 0.22  -0.1520
C 2.74 1.61 -0.28  -0.1289
C 1.97 -1.06 0.29  -0.2362
C 1.38 1.24 -0.17  -0.2288
C 0.96 -0.13 0.04  0.1286
C 0.39 2.32 -0.08  0.7162
C -1.20 0.87 -0.12  0.0866
C -0.50 -0.41 -0.09  -0.2309
C -0.77 -1.23 1.18  -0.5880
C -0.75 -1.30 -1.25  -0.5958
C -3.50 0.24 -0.08  -0.4576
N -2.45 1.21 0.01  0.0666
O 0.36 3.48 0.15  -0.4630
O -2.80 2.41 0.13  -0.5324
H 4.73 0.99 -0.08  0.2250
H 3.91 -1.46 0.62  0.2169
H 2.96 2.61 -0.49  0.2220
H 1.78 -2.04 0.40  0.2076
H -1.76 -1.70 1.22  0.2047
H -0.80 -0.47 2.03  0.2292
H -0.08 -2.04 1.30  0.2123
H -0.71 -0.89 -2.31  0.2319
H -1.65 -1.90 -1.11  0.2125
H 0.02 -2.10 -1.26  0.2100
H -4.47 0.73 -0.05  0.2463
H -3.51 -0.52 -0.89  0.2152
H -3.28 -0.44 0.79  0.2075


<b>
C12H13NO2 | wB97M-V/def2-TZVPD

As for the LUMO energy: 0.463 eV. The SMILES is CCCc1c(O)c2ccccc2[nH]c1=O.

Last column: natural (NBO) charge in e.
CARTESIAN COORDINATES (ANGSTROEM)
C -3.35 0.00 -1.62  -0.6105
C -3.32 1.02 -0.49  -0.3834
C -2.62 0.46 0.76  -0.4415
C -1.19 0.06 0.50  -0.2181
C -0.18 0.96 0.37  0.3902
O -0.36 2.30 0.49  -0.6607
C 1.17 0.54 0.11  -0.1792
C 2.23 1.44 -0.03  -0.1485
C 3.51 0.99 -0.29  -0.2465
C 3.75 -0.38 -0.42  -0.1738
C 2.72 -1.29 -0.29  -0.2749
C 1.42 -0.84 -0.02  0.2796
N 0.38 -1.71 0.11  -0.5875
C -0.93 -1.37 0.38  0.6384
O -1.77 -2.24 0.50  -0.6355
H -3.93 0.37 -2.46  0.2087
H -2.34 -0.22 -1.97  0.2047
H -3.79 -0.93 -1.27  0.2168
H -4.34 1.29 -0.22  0.2038
H -2.81 1.92 -0.84  0.1827
H -2.67 1.19 1.57  0.1982
H -3.15 -0.44 1.08  0.2549
H -1.29 2.47 0.69  0.4933
H 2.03 2.49 0.07  0.2294
H 4.32 1.69 -0.40  0.2167
H 4.75 -0.73 -0.63  0.2170
H 2.90 -2.35 -0.39  0.2129
H 0.56 -2.70 0.03  0.4125


Going by the energies, <b> is most stable and the next is 6.701 eV up.